1.
This record from the OMol25 dataset describes C5H6O2 in the gas phase. The level of theory is ωB97M-V/def2-TZVPD.

The geometry in XYZ format:
```
13
Properties=species:S:1:pos:R:3
O -2.82 -0.65 0.17
O 1.47 0.34 -0.77
C 0.42 -0.01 0.15
C 2.61 0.83 -0.37
C -0.83 0.90 0.15
C -0.41 -1.22 -0.29
C -1.66 -0.39 0.01
H -0.91 1.54 -0.74
H -0.29 -1.40 -1.37
H -0.28 -2.15 0.26
H 0.86 -0.10 1.15
H -1.02 1.50 1.04
H 2.54 0.87 0.76
```

Calculated values
- M (g/mol) = 98.10
- spin multiplicity = 1
- energy (eV) = -9373.054
- HOMO energy (hartree) = -0.328
- maximum force (eV/A) = 0.733
- frontier orbital gap (eV) = 9.444

Here are the Löwdin charges for atoms 1 to 6, given in e:
1 O 0.12
2 O -0.15
3 C -0.30
4 C 0.06
5 C -0.01
6 C -0.02

---

2.
This record from the OMol25 dataset describes C5H6O2 in the gas phase. The level of theory is ωB97M-V/def2-TZVPD.

The geometry in XYZ format:
```
13
Properties=species:S:1:pos:R:3
O 0.75 1.62 1.26
O 1.14 -0.74 -1.30
C -0.13 -0.50 -1.52
C -1.58 -0.45 0.47
C -0.61 0.40 -0.38
C 0.62 0.80 0.39
C 1.74 -0.07 -0.17
H 2.08 -0.82 0.55
H -2.27 0.17 1.03
H -1.15 1.26 -0.78
H 2.59 0.51 -0.53
H -1.03 -1.09 1.18
H -2.14 -1.11 -0.20
```

Calculated values
- M (g/mol) = 98.10
- spin multiplicity = 1
- energy (eV) = -9374.257
- HOMO energy (hartree) = -0.322
- maximum force (eV/A) = 0.536
- frontier orbital gap (eV) = 9.325

Here are the Löwdin charges for atoms 1 to 6, given in e:
1 O 0.11
2 O -0.07
3 C 0.02
4 C -0.04
5 C -0.30
6 C -0.35

---

3.
This record from the OMol25 dataset describes C5H6O2 in the gas phase in a non-equilibrium geometry. The level of theory is ωB97M-V/def2-TZVPD.

The geometry in XYZ format:
```
13
Properties=species:S:1:pos:R:3
O 1.75 1.51 0.48
O 0.27 -2.04 0.38
C -0.52 1.76 -0.35
C -1.15 -2.02 0.60
C -0.55 -0.85 0.16
C 0.87 1.22 -0.52
C -0.26 0.34 -0.21
H -0.73 2.31 0.56
H 2.15 0.67 0.71
H -1.72 -2.60 -0.12
H 1.27 1.19 -1.53
H -1.01 2.11 -1.24
H -1.47 -2.12 1.63
```

Calculated values
- M (g/mol) = 98.10
- spin multiplicity = 1
- energy (eV) = -9373.112
- HOMO energy (hartree) = -0.345
- maximum force (eV/A) = 2.137
- frontier orbital gap (eV) = 10.333

Here are the Löwdin charges for atoms 1 to 6, given in e:
1 O 0.02
2 O 0.00
3 C -0.03
4 C -0.11
5 C -0.15
6 C -0.34

---

4.
This record from the OMol25 dataset describes C5H6O2 in the gas phase. The level of theory is ωB97M-V/def2-TZVPD.

The geometry in XYZ format:
```
13
Properties=species:S:1:pos:R:3
O 0.32 -1.75 1.42
O 0.04 -1.10 -0.70
C 1.57 1.35 1.23
C 0.73 0.86 0.49
C 0.33 -1.98 0.16
C -0.37 0.22 -0.12
C -1.21 0.93 -1.15
H -1.46 1.92 -0.75
H -2.16 0.40 -1.31
H -0.05 -0.81 1.50
H 0.56 -2.98 -0.19
H 2.45 1.86 1.53
H -0.73 1.08 -2.13
```

Calculated values
- M (g/mol) = 98.10
- spin multiplicity = 1
- energy (eV) = -9372.487
- HOMO energy (alpha / beta) (hartree) = -0.260 / -0.260
- maximum force (eV/A) = 0.432
- frontier orbital gap (alpha / beta) (eV) = 7.608 / 7.609

Here are the Löwdin charges for atoms 1 to 6, given in e:
1 O 0.14
2 O 0.07
3 C 0.09
4 C -0.20
5 C -0.22
6 C -0.33

---

5.
This record from the OMol25 dataset describes C5H6O2 in the gas phase in a non-equilibrium geometry. The level of theory is ωB97M-V/def2-TZVPD.

The geometry in XYZ format:
```
13
Properties=species:S:1:pos:R:3
O -1.89 0.06 1.61
O 1.01 1.17 -2.00
C 0.89 -0.67 -0.43
C -0.92 0.06 0.90
C -0.44 1.19 0.00
C 0.05 -1.12 0.72
C 0.48 0.56 -1.07
H 0.63 -1.30 1.64
H -0.49 -2.05 0.52
H -1.22 1.81 -0.41
H -0.29 -0.42 -1.51
H 0.29 1.81 0.54
H 1.94 -0.98 -0.51
```

Calculated values
- M (g/mol) = 98.10
- spin multiplicity = 1
- energy (eV) = -9373.658
- HOMO energy (alpha / beta) (hartree) = -0.339 / -0.339
- maximum force (eV/A) = 2.061
- frontier orbital gap (alpha / beta) (eV) = 8.452 / 8.453

Here are the Löwdin charges for atoms 1 to 6, given in e:
1 O 0.11
2 O -0.01
3 C 0.05
4 C -0.38
5 C -0.03
6 C -0.10

---

6.
This record from the OMol25 dataset describes a molecular structure, C5H6O2 in a non-equilibrium geometry. The level of theory is ωB97M-V/def2-TZVPD.

The geometry in XYZ format:
```
13
Properties=species:S:1:pos:R:3
O -2.27 -0.18 -0.25
O -0.83 1.83 0.16
C 0.45 -0.07 -0.48
C -1.44 -0.54 0.73
C -0.05 0.90 0.48
C 1.83 -0.42 -0.65
C 2.99 -0.54 -0.98
H -2.18 0.82 -0.32
H -1.08 -1.55 0.69
H 0.46 0.90 1.46
H 4.03 -0.61 -1.25
H -0.18 -0.33 -1.33
H -1.73 -0.22 1.74
```

Calculated values
- M (g/mol) = 98.10
- spin multiplicity = 1
- energy (eV) = -9371.541
- HOMO energy (alpha / beta) (hartree) = -0.311 / -0.311
- maximum force (eV/A) = 1.359
- frontier orbital gap (alpha / beta) (eV) = 7.301 / 7.288

Here are the Löwdin charges for atoms 1 to 6, given in e:
1 O -0.03
2 O -0.09
3 C -0.04
4 C -0.10
5 C -0.42
6 C -0.10

---

7.
This record from the OMol25 dataset describes C5H6O2 in the gas phase. The level of theory is ωB97M-V/def2-TZVPD.

The geometry in XYZ format:
```
13
Properties=species:S:1:pos:R:3
O 2.23 0.80 -0.96
O -3.81 0.14 -0.56
C -1.71 0.43 0.52
C 2.10 -0.21 0.01
C 0.68 -0.57 0.42
C -0.45 0.08 0.46
C -2.61 -0.01 -0.58
H 2.68 0.01 0.92
H -2.09 -0.55 -1.40
H 0.54 -1.59 0.76
H 2.03 1.65 -0.55
H 2.55 -1.11 -0.43
H -2.16 0.91 1.39
```

Calculated values
- M (g/mol) = 98.10
- spin multiplicity = 1
- energy (eV) = -9374.729
- HOMO energy (hartree) = -0.361
- maximum force (eV/A) = 0.469
- frontier orbital gap (eV) = 9.966

Here are the Löwdin charges for atoms 1 to 6, given in e:
1 O -0.05
2 O 0.04
3 C -0.06
4 C -0.27
5 C -0.06
6 C -0.02

---

8.
This record from the OMol25 dataset describes C5H6O2 in the gas phase in a non-equilibrium geometry. The level of theory is ωB97M-V/def2-TZVPD.

The geometry in XYZ format:
```
13
Properties=species:S:1:pos:R:3
O -2.16 -1.36 0.09
O 0.70 2.35 -0.04
C -1.16 -0.69 0.15
C 1.27 -0.02 -0.08
C 0.35 1.20 -0.16
C -1.07 0.73 -0.36
C 0.25 -1.15 0.54
H 1.62 -0.39 -1.04
H 0.72 -0.83 1.44
H -1.24 0.70 -1.44
H 2.17 0.29 0.50
H -1.80 1.39 0.09
H 0.35 -2.22 0.31
```

Calculated values
- M (g/mol) = 98.10
- spin multiplicity = 1
- energy (eV) = -9376.080
- HOMO energy (hartree) = -0.359
- maximum force (eV/A) = 2.700
- frontier orbital gap (eV) = 10.295

Here are the Löwdin charges for atoms 1 to 6, given in e:
1 O 0.09
2 O 0.10
3 C -0.39
4 C -0.08
5 C -0.41
6 C -0.03

---

9.
This record from the OMol25 dataset describes a molecular structure, C5H6O2. The level of theory is ωB97M-V/def2-TZVPD.

The geometry in XYZ format:
```
13
Properties=species:S:1:pos:R:3
O 3.21 -0.52 -0.80
O 1.33 -1.16 0.39
C -0.54 2.05 -0.16
C 2.13 -0.52 -0.29
C 0.23 1.06 -0.13
C -0.34 -0.03 0.59
C -1.35 -0.97 0.00
H 1.42 0.71 -0.54
H -0.31 0.02 1.68
H -1.26 -1.00 -1.09
H -2.37 -0.67 0.26
H -1.17 -1.97 0.40
H -0.99 3.01 -0.32
```

Calculated values
- M (g/mol) = 98.10
- spin multiplicity = 1
- energy (eV) = -9371.721
- HOMO energy (alpha / beta) (hartree) = -0.300 / -0.300
- maximum force (eV/A) = 0.607
- frontier orbital gap (alpha / beta) (eV) = 8.187 / 8.187

Here are the Löwdin charges for atoms 1 to 6, given in e:
1 O 0.11
2 O 0.05
3 C 0.19
4 C -0.48
5 C -0.27
6 C -0.12

---

10.
This record from the OMol25 dataset describes C5H6O2 in the gas phase. The level of theory is ωB97M-V/def2-TZVPD.

The geometry in XYZ format:
```
13
Properties=species:S:1:pos:R:3
O 0.77 0.20 1.74
O 1.82 -0.65 1.91
C -0.92 0.80 0.20
C -1.10 -0.59 -0.47
C 0.22 -1.12 -1.00
C 1.21 -0.06 -0.59
C 0.51 0.56 0.56
H 1.12 0.60 -1.48
H -1.41 -1.33 0.29
H -1.05 1.61 -0.52
H -1.84 -0.65 -1.26
H 2.25 -0.35 -0.45
H -1.56 0.98 1.07
```

Calculated values
- M (g/mol) = 98.10
- spin multiplicity = 1
- energy (eV) = -9368.941
- HOMO energy (alpha / beta) (hartree) = -0.324 / -0.324
- maximum force (eV/A) = 0.895
- frontier orbital gap (alpha / beta) (eV) = 8.161 / 8.162

Here are the Löwdin charges for atoms 1 to 6, given in e:
1 O -0.03
2 O -0.16
3 C -0.09
4 C -0.21
5 C 0.14
6 C -0.16

---

11.
This record from the OMol25 dataset describes 2 unconnected molecules or ions with the total composition C5H6O2 in a non-equilibrium geometry. The level of theory is ωB97M-V/def2-TZVPD.

The geometry in XYZ format:
```
13
Properties=species:S:1:pos:R:3
O -4.01 0.47 0.86
O 0.64 -1.19 1.11
C -1.81 -0.36 -0.07
C -3.14 -0.02 0.24
C 0.57 -0.62 -0.09
C 0.78 0.83 -0.22
C -2.78 -0.94 -0.84
H 0.67 1.34 0.76
H 0.20 -0.83 1.92
H 0.46 -1.36 -0.99
H -0.09 1.18 -0.89
H 1.77 1.09 -0.59
H -2.95 -1.72 -1.62
```

Calculated values
- M (g/mol) = 98.10
- spin multiplicity = 1
- energy (eV) = -9371.011
- HOMO energy (alpha / beta) (hartree) = -0.272 / -0.272
- maximum force (eV/A) = 4.773
- frontier orbital gap (alpha / beta) (eV) = 6.955 / 6.957

Here are the Löwdin charges for atoms 1 to 6, given in e:
1 O 0.07
2 O -0.01
3 C 0.03
4 C -0.52
5 C -0.20
6 C -0.10

---

12.
This record from the OMol25 dataset describes a molecular structure, C5H6O2. The level of theory is ωB97M-V/def2-TZVPD.

The geometry in XYZ format:
```
13
Properties=species:S:1:pos:R:3
O 0.43 1.23 -0.56
O -2.98 0.14 -0.21
C 0.86 -0.75 0.84
C -1.89 0.51 0.14
C -0.71 0.43 -0.80
C 1.68 0.53 0.67
C 0.38 -0.50 -0.51
H 0.92 -0.90 -1.36
H 1.47 -1.66 0.91
H 2.44 0.31 -0.11
H -1.04 0.46 -1.84
H 0.13 -0.70 1.65
H -1.70 0.89 1.17
```

Calculated values
- M (g/mol) = 98.10
- spin multiplicity = 1
- energy (eV) = -9370.680
- HOMO energy (hartree) = -0.300
- maximum force (eV/A) = 0.565
- frontier orbital gap (eV) = 8.572

Here are the Löwdin charges for atoms 1 to 6, given in e:
1 O -0.10
2 O 0.08
3 C -0.23
4 C -0.18
5 C -0.29
6 C 0.09

---

13.
This record from the OMol25 dataset describes C5H6O2 in the gas phase. The level of theory is ωB97M-V/def2-TZVPD.

The geometry in XYZ format:
```
13
Properties=species:S:1:pos:R:3
O 2.10 0.52 -1.30
O -0.43 1.70 -1.56
C -0.73 0.63 -1.07
C 1.60 0.19 -0.02
C -1.66 -1.19 1.50
C -0.67 -0.71 0.79
C 0.10 -0.07 -0.06
H -1.69 0.13 -1.31
H -2.17 -0.55 2.22
H 1.63 1.32 -1.58
H -2.02 -2.21 1.37
H 2.12 -0.72 0.29
H 1.83 0.97 0.71
```

Calculated values
- M (g/mol) = 98.10
- spin multiplicity = 1
- energy (eV) = -9374.849
- HOMO energy (hartree) = -0.365
- maximum force (eV/A) = 0.429
- frontier orbital gap (eV) = 10.348

Here are the Löwdin charges for atoms 1 to 6, given in e:
1 O -0.06
2 O 0.05
3 C -0.21
4 C -0.21
5 C 0.04
6 C -0.04

---

14.
This record from the OMol25 dataset describes a molecular structure, C5H6O2. The level of theory is ωB97M-V/def2-TZVPD.

The geometry in XYZ format:
```
13
Properties=species:S:1:pos:R:3
O 0.78 2.49 -0.13
O 0.77 0.45 0.89
C -0.85 0.68 -0.44
C -0.17 -0.73 0.78
C 0.68 -1.92 0.40
C 0.31 1.41 0.07
C -1.32 -0.46 -0.23
H 1.09 -1.78 -0.61
H -0.61 -0.82 1.78
H -0.88 2.87 -1.85
H 0.08 -2.83 0.41
H -1.43 2.59 -2.27
H 1.51 -2.01 1.10
```

Calculated values
- M (g/mol) = 98.10
- spin multiplicity = 1
- energy (eV) = -9371.654
- HOMO energy (hartree) = -0.396
- maximum force (eV/A) = 0.666
- frontier orbital gap (eV) = 9.756

Here are the Löwdin charges for atoms 1 to 6, given in e:
1 O 0.11
2 O 0.04
3 C 0.09
4 C -0.33
5 C -0.04
6 C -0.51

---

15.
This record from the OMol25 dataset describes a molecular structure, C5H6O2 in a non-equilibrium geometry. The level of theory is ωB97M-V/def2-TZVPD.

The geometry in XYZ format:
```
13
Properties=species:S:1:pos:R:3
O 0.64 -0.53 1.15
O 2.83 -0.93 0.42
C -1.57 -0.70 0.01
C 1.71 -0.56 0.24
C 0.91 0.06 -0.81
C -0.26 -0.02 0.08
C 0.13 1.39 0.15
H 0.19 1.72 1.21
H -1.42 -1.78 0.00
H 0.98 -0.02 -1.91
H -2.13 -0.40 -0.88
H -2.15 -0.43 0.90
H 0.14 2.19 -0.56
```

Calculated values
- M (g/mol) = 98.10
- spin multiplicity = 1
- energy (eV) = -9374.147
- HOMO energy (hartree) = -0.362
- maximum force (eV/A) = 1.728
- frontier orbital gap (eV) = 10.317

Here are the Löwdin charges for atoms 1 to 6, given in e:
1 O 0.03
2 O 0.14
3 C 0.01
4 C -0.46
5 C 0.05
6 C -0.52

---

16.
This record from the OMol25 dataset describes C5H6O2 in the gas phase in a non-equilibrium geometry. The level of theory is ωB97M-V/def2-TZVPD.

The geometry in XYZ format:
```
13
Properties=species:S:1:pos:R:3
O -1.53 1.89 -0.15
O 1.89 -1.32 -0.70
C 1.48 -0.18 -0.60
C -0.42 1.51 -0.46
C 0.09 0.17 -0.15
C -0.38 -0.39 1.23
C -0.80 -1.04 -0.01
H -0.36 -1.96 -0.38
H 2.15 0.66 -0.88
H -1.19 0.12 1.75
H 0.55 -0.47 1.74
H 0.30 2.18 -0.96
H -1.82 -0.82 -0.30
```

Calculated values
- M (g/mol) = 98.10
- spin multiplicity = 1
- energy (eV) = -9375.357
- HOMO energy (hartree) = -0.368
- maximum force (eV/A) = 1.530
- frontier orbital gap (eV) = 10.431

Here are the Löwdin charges for atoms 1 to 6, given in e:
1 O 0.05
2 O 0.06
3 C -0.20
4 C -0.22
5 C -0.34
6 C -0.02

---

17.
This record from the OMol25 dataset describes C5H6O2 in the gas phase in a non-equilibrium geometry. The level of theory is ωB97M-V/def2-TZVPD.

The geometry in XYZ format:
```
13
Properties=species:S:1:pos:R:3
O 3.20 0.56 0.06
O 0.29 -1.70 -0.40
C -0.03 0.64 -0.89
C -1.11 0.16 0.15
C -0.20 -0.91 0.59
C 0.94 -0.48 -0.34
C 2.54 -0.43 -0.03
H -1.29 0.99 0.89
H -0.18 0.36 -1.94
H 2.74 -1.42 0.34
H 0.15 1.84 -0.83
H -0.27 -1.39 1.67
H -2.08 -0.16 -0.15
```

Calculated values
- M (g/mol) = 98.10
- spin multiplicity = 1
- energy (eV) = -9373.451
- HOMO energy (hartree) = -0.356
- maximum force (eV/A) = 4.784
- frontier orbital gap (eV) = 10.276

Here are the Löwdin charges for atoms 1 to 6, given in e:
1 O 0.07
2 O 0.02
3 C -0.06
4 C -0.14
5 C -0.27
6 C -0.28